Below is a molecular structure, CH5NO3S2, with properties calculated with the ωB97M-V functional and the def2-TZVPD basis.

The geometry in XYZ format:
```
12
Properties=species:S:1:pos:R:3:nbo_charge:R:1
C -0.25730 -1.38855 -1.13092 -0.84
N 0.22821 1.22028 0.19559 -0.73
O -1.84854 -0.15537 0.78861 -0.91
O -1.60182 0.94491 -1.34318 -0.91
O 1.55633 -0.57743 1.29762 -0.88
S -0.07569 2.02153 1.46481 0.69
S -0.95173 0.12155 -0.32077 2.21
H -1.15620 -1.92399 -1.49524 0.27
H 0.33570 -1.26619 -2.03397 0.26
H 0.47019 -2.00825 -0.49276 0.30
H 2.21042 0.05802 1.74663 0.42
H 1.09042 2.95349 1.32357 0.13
```

Properties
Orbital gap (spin up / spin down)   0.2294 / 0.2293 Eh
Energy   -30414.5599 eV
Relative energy (zero: lowest compared OMol25 entry of this formula, charge and spin)   100.8 kcal/mol
Molecular weight   143.19 g mol⁻¹



Below is a single C6H12O molecule, with properties calculated with the ωB97M-V functional and the def2-TZVPD basis.

The geometry in XYZ format:
```
19
Properties=species:S:1:pos:R:3:nbo_charge:R:1
C -1.76679 0.68439 -1.93747 -0.64
C -0.96712 -0.43354 -1.28187 -0.06
O -0.99523 -0.35883 0.13472 -0.53
C -0.13121 0.60702 0.64488 0.08
C 0.28313 0.44341 2.06694 -0.44
C 1.29361 0.22945 0.96344 -0.25
C 1.79187 -1.16966 0.68666 -0.61
H -1.34885 1.66964 -1.71224 0.20
H -2.80229 0.66991 -1.58660 0.21
H -1.76651 0.56988 -3.02577 0.21
H 0.07411 -0.42692 -1.63899 0.17
H -1.40343 -1.40457 -1.53817 0.19
H -0.32041 1.61959 0.28492 0.18
H -0.08045 -0.44803 2.57200 0.22
H 0.34923 1.32728 2.69428 0.22
H 2.03191 1.01850 0.82742 0.21
H 2.22085 -1.24960 -0.31891 0.21
H 2.56749 -1.45917 1.40445 0.21
H 0.97007 -1.88873 0.76030 0.22
```

Properties
Orbital gap   0.3839 Eh
Energy   -8462.8919 eV
Relative energy (zero: lowest compared OMol25 entry of this formula, charge and spin)   33.7 kcal/mol
Molecular weight   100.16 g mol⁻¹



Below is 14 unconnected molecules or ions with the total composition C71H134N14O3, with properties calculated with the ωB97M-V functional and the def2-TZVPD basis.

The geometry in XYZ format:
```
222
Properties=species:S:1:pos:R:3:lowdin_charge:R:1
C 2.17054 0.29095 0.96830 -0.02
C 0.98333 0.92922 0.25230 -0.55
C 1.18089 0.84353 -1.19961 -0.16
C 1.02950 -0.61104 -1.79216 -0.12
C -0.44330 -0.99773 -1.48970 -0.12
C -0.74752 -1.00816 0.02643 -0.42
N -0.38401 0.42655 0.49517 -0.02
O -0.55920 0.48633 1.92103 -0.07
C -2.24860 -1.28330 0.25833 -0.01
C 0.03524 -2.12622 0.78568 -0.04
C 0.91808 2.41099 0.51156 -0.03
H 1.89906 -0.25411 1.88863 0.07
H 2.98723 0.99593 1.21388 0.08
H 2.64345 -0.48431 0.36698 0.07
H 0.40638 1.38054 -1.77186 0.11
H 2.16478 1.28064 -1.62719 0.12
H 1.69737 -1.29496 -1.30933 0.07
H 1.12691 -0.39184 -2.84396 0.09
H -0.64356 -1.98656 -1.90841 0.09
H -1.07812 -0.25377 -1.95459 0.09
H -2.77511 -0.38351 -0.24177 0.07
H -2.49810 -2.23472 -0.28296 0.07
H -2.62911 -1.33493 1.29107 0.05
H 1.10628 -2.09631 0.65128 0.05
H -0.19019 -2.12657 1.88204 0.07
H -0.30207 -3.14735 0.55546 0.04
H 1.82077 2.75799 0.03997 0.05
H 0.97102 2.62539 1.63123 0.09
H 0.04293 2.94829 0.11182 0.08
H -1.20312 1.19197 2.06951 0.01
C -0.49748 -5.70683 2.90035 -0.01
C -1.67888 -4.99915 3.69017 -0.47
C -2.68818 -5.96006 4.29562 -0.13
C -2.01020 -6.68300 5.52323 -0.15
C -1.50973 -5.73855 6.60546 -0.14
C -0.55868 -4.63367 6.05749 -0.49
N -1.23318 -4.09154 4.81639 -0.05
O -0.50721 -3.04817 4.17562 -0.09
C -0.37411 -3.52392 7.04950 -0.03
C 0.86600 -5.26652 5.77972 -0.03
C -2.38820 -4.10661 2.67971 -0.05
H -0.63192 -5.56302 1.82270 0.06
H -0.33511 -6.70379 3.18161 0.05
H 0.43878 -5.19595 3.03738 0.02
H -3.48199 -5.29242 4.62477 0.10
H -3.19488 -6.62960 3.58103 0.13
H -1.14575 -7.25126 5.07994 0.10
H -2.76307 -7.35149 5.99696 0.11
H -0.92381 -6.19156 7.37014 0.11
H -2.32801 -5.29269 7.07951 0.10
H 0.17363 -4.02589 7.89776 0.11
H 0.23693 -2.70364 6.62002 0.08
H -1.26932 -3.16450 7.39315 0.05
H 1.54981 -4.52263 5.31528 0.06
H 1.38988 -5.51514 6.73166 0.08
H 0.83903 -6.21742 5.15062 0.09
H -1.88347 -3.19732 2.40617 0.03
H -3.33457 -3.77647 3.19697 0.09
H -2.63844 -4.61404 1.75565 0.07
H 0.44209 -3.24666 4.16358 0.02
C -3.73805 3.12244 -7.82912 -0.02
C -3.76441 2.82415 -6.32425 -0.52
C -4.78330 1.79741 -5.87338 -0.15
C -4.49125 0.44165 -6.38215 -0.19
C -3.16150 -0.13041 -5.98353 -0.15
C -1.99741 0.84440 -6.21417 -0.46
N -2.41725 2.27922 -5.89067 -0.10
O -1.51516 3.14280 -6.43318 -0.09
C -0.92168 0.55525 -5.14103 -0.04
C -1.46827 0.80106 -7.65976 -0.04
C -4.03156 4.07139 -5.56651 -0.05
H -3.30808 2.29754 -8.39789 0.05
H -3.14422 3.96482 -8.03638 0.06
H -4.78775 3.21220 -8.21999 0.11
H -4.69607 1.86958 -4.79336 0.11
H -5.73657 2.08068 -6.21329 0.11
H -4.54080 0.48815 -7.49596 0.13
H -5.19734 -0.34683 -6.06147 0.12
H -2.98406 -1.11260 -6.40945 0.13
H -3.21409 -0.30384 -4.92874 0.08
H -1.35383 0.93417 -4.19957 0.06
H -0.69385 -0.52508 -5.02797 0.08
H 0.04775 1.05716 -5.47301 0.08
H -0.83137 -0.03438 -7.82935 0.06
H -2.17476 0.75734 -8.52533 0.08
H -0.73690 1.60061 -7.87843 0.09
H -4.93552 4.57615 -5.96931 0.10
H -3.20273 4.75522 -5.69167 0.08
H -4.19595 3.96147 -4.47667 0.08
H -0.85841 3.39811 -5.72564 0.07
C 1.51544 6.12864 -1.78485 -0.13
C 2.59129 5.16278 -1.97363 -0.28
C 2.74524 4.63122 -3.43289 -0.18
C 1.57015 3.96990 -3.93644 -0.20
N 0.69448 3.35145 -4.33769 0.20
H 1.68345 7.02019 -2.41970 0.09
H 1.40112 6.36404 -0.65330 0.11
H 0.54678 5.83108 -2.15575 0.05
H 2.44960 4.33821 -1.24921 0.09
H 3.61684 5.58807 -1.76076 0.13
H 3.54667 3.87368 -3.49540 0.08
H 3.15547 5.38438 -4.15125 0.14
C 2.42558 -0.35738 6.35067 -0.10
C 1.71788 -0.19167 5.01229 -0.23
C 1.48894 1.35942 4.72723 -0.18
C 2.76043 1.90134 4.30153 -0.30
N 3.81764 2.27868 4.09165 0.18
H 3.25332 0.31674 6.47491 0.07
H 2.73215 -1.38912 6.40958 0.06
H 1.72972 -0.17626 7.15747 0.07
H 0.71336 -0.63661 4.91603 0.10
H 2.35029 -0.57843 4.16867 0.08
H 1.06530 1.85171 5.69572 0.15
H 0.76914 1.45929 3.89234 0.09
C 4.67235 -0.98425 -6.82601 -0.11
C 5.01493 -1.48860 -5.43065 -0.24
C 3.98445 -1.02131 -4.33162 -0.16
C 4.13042 0.42132 -3.99265 -0.18
N 4.25079 1.52340 -3.66658 0.16
H 5.36708 -1.34609 -7.52219 0.05
H 4.72788 0.13150 -7.00705 0.09
H 3.61815 -1.28963 -6.98345 0.09
H 6.02419 -1.25302 -5.18455 0.10
H 4.98798 -2.55024 -5.44200 0.09
H 4.15304 -1.62815 -3.38010 0.11
H 2.93832 -1.18729 -4.62428 0.11
C 3.13761 6.59321 3.17924 -0.08
C 2.97041 5.71986 4.48694 -0.23
C 1.73394 4.79157 4.39065 -0.22
C 0.51503 5.56186 4.60552 -0.21
N -0.46975 6.11383 4.89004 0.15
H 2.19547 7.12971 2.93335 0.08
H 3.38925 5.86390 2.41590 0.06
H 3.97273 7.24943 3.16501 0.05
H 2.95576 6.27361 5.46315 0.12
H 3.83419 5.02095 4.56631 0.09
H 1.79040 4.12707 5.20958 0.08
H 1.69379 4.21387 3.44191 0.11
C -5.52307 -0.65194 2.51952 -0.08
C -4.65686 0.13333 3.57165 -0.24
C -3.16773 -0.37209 3.79664 -0.19
C -2.58808 0.38972 4.89176 -0.25
N -2.06204 1.12640 5.59624 0.15
H -6.50884 -0.16224 2.57164 0.08
H -5.50135 -1.66370 2.90913 0.06
H -5.07671 -0.63571 1.53795 0.05
H -5.12695 0.08534 4.56027 0.10
H -4.62064 1.24426 3.35386 0.08
H -2.48381 -0.40114 2.94216 0.07
H -3.28679 -1.41147 4.05687 0.09
C 5.05453 -3.68607 0.71217 -0.11
C 5.39409 -3.29523 2.20908 -0.23
C 4.47493 -2.19898 2.83229 -0.16
C 3.10257 -2.83146 2.96176 -0.18
N 2.19794 -3.54970 2.93153 0.20
H 4.81808 -2.76550 0.16582 0.03
H 4.11686 -4.22084 0.60969 0.04
H 5.81649 -4.27129 0.15336 0.08
H 6.42651 -2.94888 2.17681 0.09
H 5.36067 -4.18141 2.75973 0.08
H 4.42185 -1.16793 2.41657 0.08
H 4.81376 -2.03656 3.91686 0.14
C 7.32203 2.96662 0.53467 -0.09
C 5.79664 2.81795 0.18643 -0.23
C 5.33976 1.50073 -0.50166 -0.19
C 5.70679 0.29455 0.22663 -0.20
N 6.14514 -0.59400 0.82843 0.19
H 7.68858 2.12358 1.16241 0.08
H 7.41282 3.90872 1.08046 0.07
H 8.00980 3.04765 -0.33501 0.07
H 5.45483 3.68161 -0.31156 0.08
H 5.35202 2.91068 1.16204 0.09
H 5.69288 1.51445 -1.55677 0.10
H 4.18549 1.50797 -0.68987 0.11
C -5.14265 5.19379 4.28438 -0.11
C -4.21501 5.45439 3.12682 -0.28
C -2.87438 4.73666 3.10526 -0.18
C -2.81093 3.31160 2.67752 -0.12
N -2.72751 2.22490 2.36029 0.19
H -4.61530 5.11405 5.21887 0.07
H -5.75315 4.31478 4.03177 0.08
H -5.79791 6.02547 4.39469 0.06
H -4.08472 6.55604 3.14824 0.12
H -4.67937 5.34328 2.12430 0.10
H -2.50329 4.77288 4.20675 0.12
H -2.17874 5.36345 2.54247 0.11
C 3.12712 -3.72968 -2.35114 -0.08
C 1.86067 -4.52714 -1.83135 -0.23
C 1.30133 -5.62359 -2.75021 -0.20
C 0.66116 -4.94977 -3.86652 -0.26
N 0.30783 -4.22235 -4.68697 0.15
H 3.00611 -3.39714 -3.35134 0.04
H 3.99152 -4.32616 -2.36169 0.05
H 3.28891 -2.92942 -1.59209 0.06
H 1.04974 -3.85655 -1.67344 0.04
H 2.12047 -4.97761 -0.86992 0.11
H 0.60341 -6.30865 -2.18423 0.12
H 2.05664 -6.28049 -3.23399 0.12
C -3.63169 1.76482 -1.11012 -0.13
C -2.59097 2.25581 -2.06110 -0.24
C -2.20403 3.76676 -1.99874 -0.16
C -3.17836 4.65679 -1.31661 -0.22
N -3.99154 5.28348 -0.78434 0.14
H -3.28082 1.77785 -0.07285 0.05
H -3.93668 0.70834 -1.31415 0.07
H -4.56745 2.33623 -1.11153 0.07
H -2.86512 2.08332 -3.14011 0.09
H -1.75455 1.61471 -1.76399 0.06
H -2.07243 4.16653 -3.01506 0.10
H -1.25031 3.90359 -1.46691 0.09
C -3.19892 -3.14963 -3.72115 -0.09
C -4.02325 -3.67215 -2.53554 -0.24
C -3.43555 -4.95700 -2.04153 -0.18
C -2.08255 -4.81928 -1.37569 -0.13
N -1.03482 -4.57179 -0.95140 0.19
H -3.63614 -2.22740 -4.10339 0.05
H -3.19624 -3.82069 -4.56328 0.08
H -2.19361 -2.93389 -3.43207 0.04
H -5.06592 -3.80796 -2.78298 0.11
H -4.06031 -2.92612 -1.66233 0.13
H -3.22451 -5.76243 -2.73987 0.12
H -4.15438 -5.34710 -1.37294 0.10
```

Properties
Orbital gap   0.3107 Eh
Energy   -102795.9438 eV
Molecular weight   1231.95 g mol⁻¹